ORCA calculation (the ωB97M-V functional and the def2-TZVPD basis) on C13H34N4O5P2Se2TeW as an isolated structure.

```
62
Properties=species:S:1:pos:R:3
W -0.37 0.80 0.31
O -2.14 -3.70 4.73
C -2.72 -3.18 3.55
C -2.38 -1.69 3.30
C -3.15 -1.31 2.02
O -2.99 0.04 1.62
C -2.91 -0.87 4.43
Se -0.30 1.72 2.47
C -0.84 -1.54 3.19
Se -0.05 -1.53 1.40
H -2.40 -3.13 5.46
H -3.81 -3.30 3.57
H -2.32 -3.77 2.72
H -4.21 -1.52 2.18
H -2.80 -1.91 1.18
H -3.21 0.63 2.35
H -2.28 -0.21 5.01
H -3.97 -0.91 4.67
H -0.38 -2.40 3.68
H -0.50 -0.65 3.70
C 0.51 -3.40 -1.45
N -0.29 -2.44 -2.19
C -1.32 -3.04 -3.02
P -0.27 -0.82 -1.95
O -1.47 -0.17 -1.26
O 0.48 2.08 -1.37
P 1.49 2.14 -0.21
O 0.88 -0.50 -0.98
N 3.01 1.53 -0.30
C 4.06 2.21 -1.05
C 3.36 0.21 0.19
N 1.75 3.72 0.18
C 0.74 4.73 -0.10
C 2.59 4.04 1.32
N -0.23 -0.22 -3.48
C -0.83 1.06 -3.83
C 0.78 -0.68 -4.42
H 0.98 -4.10 -2.15
H -0.10 -3.96 -0.74
H 1.29 -2.88 -0.89
H -0.87 -3.69 -3.78
H -1.90 -2.27 -3.53
H -2.01 -3.64 -2.41
H 3.72 3.19 -1.39
H 4.34 1.61 -1.93
H 4.94 2.34 -0.43
H 2.56 -0.20 0.81
H 4.26 0.30 0.81
H 3.55 -0.48 -0.63
H 0.12 4.42 -0.93
H 1.23 5.67 -0.35
H 0.10 4.89 0.77
H 3.31 3.25 1.50
H 1.98 4.17 2.22
H 3.13 4.97 1.13
H -1.57 1.34 -3.09
H -1.31 0.96 -4.81
H -0.07 1.85 -3.89
H 1.16 -1.65 -4.13
H 1.62 0.03 -4.47
H 0.35 -0.76 -5.42
Te -2.35 2.60 0.11
```

The value obtained for the LUMO energy (spin up / spin down) is -0.813 / -0.962 eV. The value obtained for the HOMO energy (spin up / spin down) is -7.0 / -6.8 eV. As for the spin multiplicity: 3. Its expectation value of S² is 2.055. The calculation puts the relative energy (zero: lowest compared OMol25 entry of this formula, charge and spin) at 35.0 kcal per mole.

Here are the Löwdin charges for atoms 1 to 4, given in e: 0.615, -0.057, -0.227, -0.553

---

ORCA calculation (the ωB97M-V functional and the def2-TZVPD basis) on C13H35BCl24NO3PSi2 as an isolated structure.

```
80
Properties=species:S:1:pos:R:3
C 4.05 -0.48 1.31
P 2.45 -0.58 2.19
O 2.52 0.66 3.32
Si 0.87 0.07 0.70
O -0.61 0.43 1.37
Si -1.83 0.65 0.22
B -3.63 0.18 0.99
N -4.17 0.76 2.17
O -4.33 -0.78 0.25
H 4.82 -0.72 2.06
H 4.30 0.51 0.92
H 4.16 -1.22 0.51
H 2.37 1.51 2.90
H 1.36 1.29 -0.01
H 0.75 -1.04 -0.26
H -1.73 2.03 -0.33
H -1.53 -0.29 -0.88
H -4.43 0.12 2.91
H -3.64 1.54 2.52
H -4.53 -1.57 0.78
C -6.53 -3.36 -0.57
Cl -6.87 -4.85 -1.45
Cl -6.06 -3.68 1.10
H -5.71 -2.84 -1.07
H -7.41 -2.74 -0.57
C -1.22 -2.11 4.34
Cl -1.38 -2.27 6.10
Cl 0.22 -1.20 3.89
H -1.16 -3.10 3.91
H -2.10 -1.59 3.96
C -8.24 0.47 0.56
Cl -6.62 -0.12 0.97
Cl -8.30 2.24 0.52
H -8.51 0.10 -0.41
H -8.95 0.12 1.31
C 4.73 -0.03 -2.76
Cl 3.88 1.25 -1.89
Cl 5.40 -1.25 -1.66
H 4.04 -0.52 -3.43
H 5.55 0.41 -3.32
C 5.68 -2.18 -5.67
Cl 3.93 -1.96 -5.46
Cl 6.24 -1.54 -7.22
H 6.19 -1.66 -4.87
H 5.90 -3.24 -5.63
C 5.17 1.28 5.10
Cl 6.07 1.35 6.63
Cl 6.11 0.49 3.83
H 4.26 0.71 5.25
H 4.95 2.29 4.78
C 6.19 4.06 -1.26
Cl 7.15 4.16 0.23
Cl 7.06 3.18 -2.53
H 5.27 3.53 -1.05
H 5.98 5.06 -1.60
C 9.19 3.88 -5.98
Cl 9.10 2.18 -5.52
Cl 7.58 4.58 -6.21
H 9.70 4.43 -5.19
H 9.74 3.96 -6.91
C -1.98 -4.23 0.43
Cl -2.92 -3.10 1.41
Cl -1.28 -5.52 1.41
H -2.63 -4.67 -0.31
H -1.17 -3.68 -0.05
C 4.95 7.13 -4.93
Cl 5.84 6.01 -3.89
Cl 4.22 6.29 -6.31
H 4.17 7.60 -4.35
H 5.64 7.87 -5.31
C -11.49 -2.03 0.68
Cl -10.12 -1.83 -0.43
Cl -11.13 -1.43 2.30
H -12.34 -1.49 0.28
H -11.72 -3.09 0.74
C -6.39 -3.33 4.78
Cl -6.65 -3.65 6.50
Cl -4.97 -2.29 4.52
H -6.23 -4.27 4.27
H -7.26 -2.82 4.38
```

The value obtained for the LUMO energy is 0.232 eV. The value obtained for the HOMO energy is -8.0 eV. As for the spin multiplicity: 1.

Here are the Löwdin charges for atoms 1 to 4, given in e: -0.403, 0.612, -0.423, 0.314

---

ORCA calculation (the ωB97M-V functional and the def2-TZVPD basis) on a 6-piece molecular cluster, C13H35F3O8S overall.

```
60
Properties=species:S:1:pos:R:3
O -2.17 18.27 2.28
H -2.95 17.83 1.82
H -1.44 17.58 2.55
H -2.44 18.85 3.04
C 1.56 15.11 2.19
F 0.94 14.97 1.00
F 2.21 13.98 2.44
F 2.41 16.13 2.11
S 0.27 15.43 3.52
O -0.53 14.23 3.52
O 1.03 15.70 4.72
O -0.41 16.63 3.00
C -2.37 17.65 5.55
C -3.46 18.72 5.59
C -2.98 19.88 6.45
O -3.70 19.20 4.26
H -2.69 16.74 5.04
H -2.07 17.41 6.56
H -1.44 18.01 5.10
H -4.38 18.36 6.05
H -3.71 20.68 6.56
H -2.09 20.33 6.00
H -2.75 19.57 7.47
H -4.38 19.91 4.30
C -1.81 23.35 2.73
C -2.35 21.93 2.55
C -2.96 21.72 1.17
O -1.26 21.00 2.71
H -1.40 23.49 3.74
H -2.62 24.07 2.62
H -0.96 23.51 2.06
H -3.11 21.69 3.29
H -2.21 21.66 0.38
H -3.68 22.50 0.91
H -3.55 20.79 1.15
H -0.66 21.20 1.99
C -2.43 16.56 -0.68
C -3.34 15.72 0.22
C -2.63 14.54 0.89
O -3.94 16.61 1.19
H -2.83 17.58 -0.73
H -2.38 16.19 -1.70
H -1.44 16.63 -0.23
H -4.16 15.25 -0.34
H -3.32 14.05 1.58
H -1.78 14.88 1.49
H -2.26 13.87 0.12
H -4.79 16.25 1.45
C -6.54 19.24 2.13
C -6.49 20.75 2.35
C -7.84 21.41 2.46
O -5.71 21.01 3.54
H -7.30 19.00 1.38
H -6.82 18.72 3.05
H -5.58 18.88 1.76
H -5.89 21.14 1.52
H -8.49 21.16 1.62
H -7.74 22.49 2.58
H -8.38 21.06 3.35
H -6.12 21.73 4.02
```

The value obtained for the LUMO energy is 0.120 eV. The value obtained for the HOMO energy is -9.3 eV. As for the spin multiplicity: 1.

Here are the Löwdin charges for atoms 1 to 4, given in e: 0.158, 0.095, 0.068, 0.098

---

ORCA calculation (the ωB97M-V functional and the def2-TZVPD basis) on a 6-piece molecular cluster, C13H35F3O8S overall.

```
60
Properties=species:S:1:pos:R:3
O -32.93 10.64 4.11
H -32.43 11.33 3.67
H -32.95 9.82 3.61
H -33.86 10.83 4.28
C -37.76 9.79 3.67
F -37.20 8.69 3.27
F -38.93 9.91 2.99
F -38.19 9.73 4.90
S -36.66 11.37 3.32
O -36.64 11.66 1.87
O -37.33 12.38 4.10
O -35.34 11.06 3.86
C -32.05 10.85 0.02
C -32.28 9.44 0.55
C -30.96 9.02 1.24
O -33.27 9.55 1.59
H -32.96 11.32 -0.35
H -31.55 10.79 -0.95
H -31.48 11.52 0.66
H -32.53 8.76 -0.26
H -30.19 8.97 0.48
H -31.19 8.05 1.67
H -30.65 9.66 2.07
H -34.12 9.60 1.16
C -35.32 13.34 7.70
C -34.59 13.65 6.40
C -35.20 14.87 5.65
O -33.32 14.10 6.74
H -34.80 12.57 8.28
H -36.33 12.94 7.63
H -35.30 14.24 8.31
H -34.63 12.77 5.75
H -34.57 15.15 4.80
H -35.27 15.73 6.31
H -36.22 14.62 5.36
H -33.34 14.77 7.44
C -32.89 13.69 2.21
C -31.44 13.78 2.79
C -31.33 14.91 3.70
O -31.18 12.60 3.51
H -33.72 13.80 2.90
H -32.99 12.83 1.54
H -33.06 14.49 1.49
H -30.78 13.95 1.95
H -30.29 15.20 3.84
H -31.86 14.73 4.64
H -31.91 15.78 3.38
H -30.26 12.65 3.78
C -32.50 5.76 4.71
C -32.98 7.09 4.02
C -34.33 7.67 4.57
O -32.05 8.09 4.32
H -32.97 4.92 4.21
H -32.75 5.58 5.76
H -31.43 5.58 4.73
H -32.94 6.95 2.94
H -35.12 6.96 4.32
H -34.62 8.62 4.13
H -34.40 7.72 5.66
H -31.31 7.68 4.77
```

The value obtained for the LUMO energy (spin up / spin down) is -2.153 / -8.855 eV. As for the total charge: +1. The value obtained for the HOMO energy (spin up / spin down) is -12.5 / -12.5 eV. As for the spin multiplicity: 2. Its expectation value of S² is 0.766.

Here are the Löwdin charges for atoms 1 to 4, given in e: 0.255, 0.095, 0.077, 0.050

---

ORCA calculation (the ωB97M-V functional and the def2-TZVPD basis) on C13H36ClIMoP3 as an isolated structure.

```
55
Properties=species:S:1:pos:R:3
C -1.43 -0.05 -1.74
I 3.26 -0.14 -0.35
H -1.21 0.00 -2.82
H -2.03 0.81 -1.43
H -1.93 -1.01 -1.51
Mo 0.55 -0.03 -1.06
P 0.87 2.38 -1.48
C 0.56 3.47 -0.06
C 2.51 2.95 -2.05
H 2.41 4.01 -2.34
H 0.00 4.16 -2.84
H 2.84 2.36 -2.90
H -0.06 2.58 -3.71
H 1.24 3.21 0.76
H 3.24 2.86 -1.23
C -0.23 3.09 -2.75
H 0.74 4.51 -0.37
H -1.28 2.96 -2.46
H -0.48 3.38 0.28
P 0.79 -2.53 -1.46
C 0.47 -3.66 -0.05
C -0.32 -3.24 -2.72
H 2.78 -2.63 -2.89
H 2.25 -4.24 -2.32
H 3.14 -3.14 -1.21
C 2.41 -3.19 -2.03
H -0.16 -2.74 -3.69
H -0.08 -4.31 -2.82
H 0.82 -4.66 -0.35
H -0.61 -3.71 0.18
H -1.36 -3.12 -2.41
H 1.03 -3.32 0.83
Cl 1.31 -0.09 -3.41
C -2.70 1.90 1.45
C -1.35 1.48 2.04
P -0.42 0.07 1.27
C 1.09 0.02 2.36
C 0.90 0.04 3.87
C -1.42 -1.41 1.77
C -2.34 -1.24 2.97
H -2.59 2.39 0.48
H -3.17 2.63 2.13
H -3.40 1.06 1.34
H -0.67 2.35 2.01
H -1.48 1.27 3.11
H 1.66 -0.88 2.07
H 1.73 0.87 2.06
H 0.30 -0.80 4.24
H 1.88 -0.03 4.36
H 0.44 0.97 4.23
H -1.99 -1.71 0.87
H -0.70 -2.23 1.94
H -3.11 -0.47 2.81
H -2.88 -2.19 3.13
H -1.80 -1.00 3.89
```

The value obtained for the LUMO energy (spin up / spin down) is -13.786 / -14.144 eV. As for the total charge: +3. The value obtained for the HOMO energy (spin up / spin down) is -19.9 / -19.6 eV. As for the spin multiplicity: 3. Its expectation value of S² is 2.090.

Here are the Löwdin charges for atoms 1 to 4, given in e: -0.276, 0.799, 0.013, 0.032

---

ORCA calculation (the ωB97M-V functional and the def2-TZVPD basis) on a 4-piece molecular cluster, C13H36F3N3O6S overall.

```
62
Properties=species:S:1:pos:R:3
C -1.28 -1.85 -1.79
C -1.58 -0.65 -2.69
C -1.13 -0.85 -4.15
O -1.58 0.12 -4.99
C -0.70 1.31 -4.82
N -3.12 -0.51 -2.75
H -3.53 -1.38 -3.06
H -3.52 -0.46 -1.82
H -3.48 0.17 -3.41
H -1.64 -1.61 -0.79
H -0.20 -1.92 -1.70
H -1.78 -2.80 -1.95
H -1.19 0.30 -2.31
H -1.63 -1.77 -4.45
H -0.08 -1.07 -4.35
H -1.02 1.96 -4.01
H -0.80 1.97 -5.68
H 0.36 1.06 -4.83
C -1.56 3.02 2.06
C -2.19 1.85 2.80
C -3.71 2.13 3.00
O -4.21 1.02 3.68
C -5.61 0.75 3.62
N -2.00 0.46 2.17
H -1.66 -0.14 2.91
H -2.79 0.03 1.72
H -1.37 0.67 1.41
H -0.47 3.02 1.95
H -1.70 3.94 2.62
H -2.07 3.21 1.11
H -1.86 1.68 3.83
H -4.23 2.13 2.04
H -4.07 2.93 3.65
H -6.00 0.65 2.61
H -6.25 1.54 4.02
H -5.72 -0.13 4.26
C 3.76 -2.20 3.18
C 3.69 -1.55 1.77
C 4.96 -1.73 0.92
O 4.73 -1.18 -0.36
C 5.57 -1.60 -1.39
N 2.43 -2.08 0.98
H 1.57 -2.02 1.51
H 2.39 -1.55 0.12
H 2.61 -3.06 0.83
H 4.60 -2.03 3.86
H 3.93 -3.26 3.00
H 2.91 -1.86 3.77
H 3.41 -0.52 1.97
H 5.20 -2.79 0.87
H 5.82 -1.25 1.37
H 5.35 -1.10 -2.34
H 5.45 -2.68 -1.48
H 6.62 -1.48 -1.13
C 1.64 2.26 -1.60
F 1.26 1.94 -2.78
F 3.03 2.23 -1.43
F 1.14 3.45 -1.24
S 0.95 1.03 -0.28
O 1.32 -0.33 -0.79
O 1.55 1.37 0.99
O -0.51 1.22 -0.21
```

The value obtained for the LUMO energy (spin up / spin down) is -2.311 / -2.312 eV. As for the total charge: +1. The value obtained for the HOMO energy (spin up / spin down) is -5.5 / -12.3 eV. As for the spin multiplicity: 2. Its expectation value of S² is 0.751. The calculation puts the relative energy (zero: lowest compared OMol25 entry of this formula, charge and spin) at 0.0 kcal per mole.

Here are the Löwdin charges for atoms 1 to 4, given in e: -0.097, -0.290, -0.267, -0.159

---

ORCA calculation (the ωB97M-V functional and the def2-TZVPD basis) on a 5-piece molecular cluster, C13H37Cl3O16P4 overall.

```
73
Properties=species:S:1:pos:R:3
C -1.07 -3.32 1.60
O 0.14 -3.41 0.84
P 1.52 -2.94 1.49
O 1.87 -3.62 2.77
O 2.67 -3.31 0.26
C 2.53 -2.60 -0.90
O 1.53 -1.33 1.63
C 2.31 -0.67 2.53
H -1.90 -2.97 0.99
H -0.91 -2.44 2.23
H -1.37 -4.22 2.13
H 2.32 -1.55 -0.68
H 1.77 -3.03 -1.55
H 3.47 -2.64 -1.44
H 3.21 -0.20 2.11
H 2.69 -1.21 3.39
H 1.74 0.15 2.96
C 5.84 -0.12 -0.77
O 5.07 0.98 -0.26
P 4.24 1.70 -1.46
O 3.34 0.94 -2.35
O 5.36 2.63 -2.21
C 4.98 3.64 -3.12
O 3.42 2.79 -0.61
C 2.58 2.62 0.51
H 6.69 0.04 -1.43
H 5.19 -0.88 -1.21
H 6.35 -0.55 0.10
H 3.93 3.50 -3.41
H 5.49 3.73 -4.08
H 5.17 4.63 -2.69
H 1.81 3.39 0.45
H 3.15 2.64 1.44
H 2.09 1.65 0.39
C -1.16 -0.18 -0.31
O -1.12 1.22 -0.30
P -1.81 2.11 -1.49
O -2.06 3.56 -1.18
O -3.16 1.32 -1.99
C -4.30 1.29 -1.07
O -0.81 1.89 -2.70
C 0.31 2.70 -2.71
H -0.22 -0.49 0.16
H -1.35 -0.47 -1.34
H -2.02 -0.50 0.28
H -5.04 1.93 -1.54
H -3.98 1.74 -0.13
H -4.93 0.40 -1.00
H 0.17 3.37 -3.56
H 1.03 1.96 -3.06
H 0.68 3.20 -1.82
C -3.26 1.05 3.17
O -3.45 -0.21 2.71
P -4.96 -0.79 2.69
O -5.89 0.12 2.00
O -4.84 -2.31 2.00
C -5.90 -2.89 1.23
O -5.30 -0.96 4.29
C -5.10 -2.11 5.04
H -2.85 1.65 2.36
H -2.50 1.07 3.95
H -4.10 1.72 3.38
H -6.49 -2.12 0.74
H -6.42 -3.60 1.87
H -5.36 -3.47 0.48
H -4.24 -1.99 5.69
H -4.97 -3.05 4.50
H -6.08 -2.23 5.51
Cl 3.47 0.12 -7.10
C 2.92 0.31 -5.40
Cl 2.55 -1.34 -4.70
Cl 1.52 1.26 -5.45
H 3.78 0.69 -4.86
```

The value obtained for the LUMO energy is 0.432 eV. The value obtained for the HOMO energy is -10.4 eV. As for the spin multiplicity: 1. The calculation puts the relative energy (zero: lowest compared OMol25 entry of this formula, charge and spin) at 71.4 kcal per mole.

Here are the Löwdin charges for atoms 1 to 4, given in e: -0.086, -0.214, 0.526, -0.243